Model w:
Entry from the OMol25 dataset: the molecule C4H5NO2 (ωB97M-V/def2-TZVPD).

Each atom is followed by the atoms it is bonded to, with distances in Å.
CARTESIAN COORDINATES (ANGSTROEM)
1 O -0.955 -1.555 0.511  C2 1.208
2 C -1.344 -0.515 0.035  O1 1.208, C3 1.525, H8 1.098
3 C -0.360 0.282 -0.816  C2 1.525, C4 1.541, O7 1.418, H9 1.098
4 C 0.310 1.081 0.319  C3 1.541, N5 1.472, H10 1.082, H11 1.100
5 N 1.049 0.024 1.029  C4 1.472, C6 1.267
6 C 1.166 -0.883 0.152  N5 1.267, O7 1.382, H12 1.077
7 O 0.664 -0.651 -1.114  C3 1.418, C6 1.382
8 H -2.262 -0.048 0.413  C2 1.098
9 H -0.731 0.790 -1.717  C3 1.098
10 H 1.191 1.615 -0.011  C4 1.082
11 H -0.373 1.700 0.918  C4 1.100
12 H 1.645 -1.839 0.281  C6 1.077

spin multiplicity: 1
orbital gap: 0.3730 Ha
HOMO level: -9.35 eV
SMILES: O=C[C@H]1CN=CO1

The net atomic charges from Mulliken, expressed in e, are: atom 1 (O): -0.4212, atom 2 (C): 0.0024, atom 3 (C): -0.0727, atom 4 (C): -0.5336, atom 5 (N): -0.5332, atom 6 (C): 0.0969, atom 7 (O): -0.3961, atom 8 (H): 0.3856, atom 9 (H): 0.4070, atom 10 (H): 0.3189, atom 11 (H): 0.3495, atom 12 (H): 0.3964



Model x:
Entry from the OMol25 dataset: a 2-piece molecular cluster, C4H5NO2 overall (ωB97M-V/def2-TZVPD).

Each atom is followed by the atoms it is bonded to, with distances in Å.
CARTESIAN COORDINATES (ANGSTROEM)
1 C -1.342 -0.085 -0.016  C3 1.464, N5 1.310, O6 1.189
2 C 1.364 -0.347 0.287  C4 1.425, O7 1.162
3 C -1.412 -1.548 -0.042  C1 1.464, N5 1.487, H8 1.030, H9 1.135
4 C 1.236 1.035 -0.038  C2 1.425, H10 1.140, H11 1.107, H12 1.116
5 N -0.487 -0.675 -0.814  C1 1.310, C3 1.487
6 O -1.635 0.883 0.609  C1 1.189
7 O 1.821 -1.234 0.882  C2 1.162
8 H -1.157 -2.146 0.756  C3 1.030
9 H -2.110 -2.152 -0.703  C3 1.135
10 H 0.549 0.938 -0.943  C4 1.140
11 H 2.219 1.537 -0.120  C4 1.107
12 H 0.587 1.527 0.726  C4 1.116

spin multiplicity: 1
orbital gap (spin up / spin down): 0.3117 / 0.3117 Ha
HOMO level (spin up / spin down): -8.65 / -8.65 eV

The net atomic charges from Mulliken, expressed in e, are: atom 1 (C): 0.7021, atom 2 (C): 0.7235, atom 3 (C): -0.4328, atom 4 (C): -0.9012, atom 5 (N): -0.6855, atom 6 (O): -0.6019, atom 7 (O): -0.2917, atom 8 (H): 0.2405, atom 9 (H): 0.1903, atom 10 (H): 0.4052, atom 11 (H): 0.3314, atom 12 (H): 0.3202



Energies relative to the minimum, kJ/mol: model w 0.0; model x 195.1



Model w:
Entry from the OMol25 dataset: the molecule C4H5NO2 (ωB97M-V/def2-TZVPD).

Each atom is followed by the atoms it is bonded to, with distances in Å.
CARTESIAN COORDINATES (ANGSTROEM)
1 C -0.977 -0.003 1.291  C2 1.486, H5 1.123, O11 1.215
2 C -0.785 -0.477 -0.104  C1 1.486, C3 1.490, H6 1.127, N10 1.454
3 C -0.402 0.517 -1.147  C2 1.490, H7 1.088, H8 1.129, N10 1.421
4 C 1.742 -0.250 0.015  H9 1.087, N10 1.426, O12 1.198
5 H -1.768 -0.507 1.908  C1 1.123
6 H -1.389 -1.376 -0.414  C2 1.127
7 H -0.263 1.521 -0.750  C3 1.088
8 H -0.748 0.455 -2.220  C3 1.129
9 H 2.366 0.383 -0.610  C4 1.087
10 N 0.535 -0.459 -0.714  C2 1.454, C3 1.421, C4 1.426
11 O -0.385 0.973 1.707  C1 1.215
12 O 2.075 -0.777 1.039  C4 1.198

spin multiplicity: 1
orbital gap: 0.3842 Ha
HOMO level: -10.02 eV
SMILES: O=C[C@H]1CN1C=O

The net atomic charges from Mulliken, expressed in e, are: atom 1 (C): -0.1396, atom 2 (C): 0.0709, atom 3 (C): -0.4213, atom 4 (C): 0.1182, atom 5 (H): 0.3354, atom 6 (H): 0.3189, atom 7 (H): 0.2737, atom 8 (H): 0.2260, atom 9 (H): 0.3374, atom 10 (N): -0.1828, atom 11 (O): -0.4686, atom 12 (O): -0.4680



Model x:
Entry from the OMol25 dataset: the molecule C4H5NO2 (ωB97M-V/def2-TZVPD).

Each atom is followed by the atoms it is bonded to, with distances in Å.
CARTESIAN COORDINATES (ANGSTROEM)
1 O -2.626 0.850 -0.065  C2 1.206
2 C -1.772 0.004 0.040  O1 1.206, C3 1.511, H8 1.110
3 C -0.371 0.193 -0.493  C2 1.511, C4 1.554, O7 1.436, H9 1.094
4 C 0.605 0.754 0.578  C3 1.554, N5 1.464, H10 1.092, H11 1.097
5 N 1.772 -0.129 0.509  C4 1.464, C6 1.263
6 C 1.439 -1.082 -0.250  N5 1.263, O7 1.360, H12 1.086
7 O 0.207 -1.079 -0.826  C3 1.436, C6 1.360
8 H -1.944 -0.952 0.576  C2 1.110
9 H -0.411 0.812 -1.394  C3 1.094
10 H 0.879 1.793 0.379  C4 1.092
11 H 0.184 0.710 1.590  C4 1.097
12 H 2.055 -1.940 -0.503  C6 1.086

spin multiplicity: 1
orbital gap: 0.3985 Ha
HOMO level: -10.05 eV
SMILES: O=C[C@H]1CN=CO1

The net atomic charges from Mulliken, expressed in e, are: atom 1 (O): -0.4560, atom 2 (C): -0.1680, atom 3 (C): 0.4156, atom 4 (C): -0.5929, atom 5 (N): -0.4877, atom 6 (C): 0.0659, atom 7 (O): -0.3938, atom 8 (H): 0.3467, atom 9 (H): 0.2735, atom 10 (H): 0.3026, atom 11 (H): 0.3059, atom 12 (H): 0.3882



Energies relative to the minimum, kJ/mol: model w 83.8; model x 0.0